No. 1
The following is a DFT calculation (wB97M-V/def2-TZVPD) of a 2-piece molecular cluster, C4H6NO3 overall.

The geometry in ORCA input format:
```
! wB97M-V def2-TZVPD RIJCOSX def2/J DEFGRID3
* xyz 1 1
C -2.48 -0.78 -1.35
C -0.12 0.23 1.17
C 2.13 -0.70 0.35
C 0.78 -0.02 0.18
N 0.54 0.53 -1.07
O -3.37 -0.25 -0.91
O -1.22 0.90 1.11
O 2.92 -0.90 -0.55
H -1.50 -1.27 -1.67
H 0.10 -0.16 2.16
H 2.43 -0.84 1.48
H 0.00 1.39 -1.02
H -1.46 1.42 1.97
H 1.24 0.45 -1.85
*
```

Computed properties:
Orbital gap in eV: 5.46
Strongest force on any atom in eV Å⁻¹: 5.045



No. 2
The following is a DFT calculation (wB97M-V/def2-TZVPD) of C3HNO2S2 in the gas phase.

The geometry in ORCA input format:
```
! wB97M-V def2-TZVPD RIJCOSX def2/J DEFGRID3
* xyz 0 1
C -0.03 -1.02 0.13
C -0.12 1.40 -0.48
C 0.09 0.00 -0.96
H 0.12 -1.02 2.16
N -0.15 -0.42 1.29
O 0.07 -2.26 -0.04
O -0.13 2.41 -1.08
S -0.25 1.32 1.39
S 0.39 -0.41 -2.42
*
```

Computed properties:
Orbital gap in eV: 7.23
SMILES string: O=C1NSC(=O)C1=S
Strongest force on any atom in eV Å⁻¹: 4.617



No. 3
The following is a DFT calculation (wB97M-V/def2-TZVPD) of a 9-piece molecular cluster, C49H85ClF2N2O13S3 overall.

The geometry in ORCA input format:
```
! wB97M-V def2-TZVPD RIJCOSX def2/J DEFGRID3
* xyz 0 1
C -1.22 -7.61 0.76
C -1.38 -6.98 -0.44
C -1.32 -5.49 -0.47
C -0.07 -4.82 -0.42
C 1.19 -5.66 -0.40
C 1.67 -5.95 -1.84
C -0.03 -3.42 -0.41
C 1.31 -2.73 -0.40
C 1.57 -1.93 0.83
O 0.85 -1.78 1.75
F 2.80 -1.38 0.84
C -1.21 -2.67 -0.44
C -2.43 -3.34 -0.52
C -2.50 -4.74 -0.53
C -3.83 -5.44 -0.57
C -4.65 -5.26 0.71
F -4.56 -5.05 -1.70
S -3.91 -2.39 -0.65
C -3.48 -1.02 0.38
C -4.48 -0.40 1.13
C -5.90 -0.87 1.03
C -4.12 0.69 1.91
C -2.79 1.12 1.99
C -2.49 2.33 2.87
C -3.36 2.33 4.10
O -4.38 2.94 4.16
O -2.93 1.57 5.15
C -1.80 0.46 1.25
C -0.37 0.94 1.33
C 0.18 0.72 2.72
O -0.29 0.07 3.57
Cl 1.69 1.65 3.02
C -2.14 -0.61 0.42
N -1.13 -1.23 -0.40
C -1.22 -0.67 -1.79
C 0.08 -0.02 -2.30
C -0.09 1.46 -2.66
S 1.26 2.06 -3.73
C 2.43 2.74 -2.55
S 2.63 4.34 -2.51
N 3.12 1.81 -1.74
C 4.52 1.73 -2.25
C 5.59 1.33 -1.21
O 5.09 1.08 0.08
C 4.31 2.22 0.44
C 2.99 2.12 -0.30
H -0.41 -8.30 0.98
H -1.90 -7.41 1.59
H -1.62 -7.53 -1.35
H 1.99 -5.17 0.14
H 1.01 -6.60 0.10
H 2.01 -6.98 -1.92
H 2.53 -5.33 -2.08
H 0.86 -5.82 -2.56
H 2.15 -3.41 -0.52
H 1.37 -2.07 -1.27
H -3.67 -6.51 -0.67
H -5.69 -5.11 0.42
H -4.37 -4.36 1.24
H -4.60 -6.13 1.34
H -6.17 -1.20 0.03
H -6.06 -1.70 1.72
H -6.61 -0.08 1.30
H -4.89 1.20 2.46
H -1.46 2.38 3.20
H -2.75 3.23 2.32
H -3.06 0.63 4.97
H -0.36 2.01 1.15
H 0.26 0.46 0.59
H -2.03 0.05 -1.85
H -1.47 -1.48 -2.48
H 0.92 -0.10 -1.61
H 0.38 -0.52 -3.22
H -0.97 1.63 -3.26
H -0.17 2.09 -1.77
H 4.86 2.64 -2.74
H 4.52 0.97 -3.04
H 6.19 0.50 -1.56
H 6.28 2.18 -1.13
H 4.10 2.13 1.50
H 4.85 3.14 0.21
H 2.40 3.00 -0.08
H 2.46 1.28 0.16
C -2.78 -5.29 5.11
C -3.80 -4.65 4.19
O -4.66 -5.62 3.59
H -2.18 -6.02 4.55
H -2.12 -4.55 5.54
H -3.28 -5.83 5.92
H -3.30 -4.13 3.37
H -4.40 -3.92 4.74
H -5.12 -6.08 4.29
C 4.26 5.21 4.26
C 3.09 5.65 3.41
O 2.54 4.56 2.67
H 5.04 4.76 3.64
H 4.68 6.05 4.82
H 3.95 4.44 4.98
H 3.41 6.40 2.68
H 2.31 6.09 4.04
H 2.24 3.89 3.31
C -9.67 -3.28 -1.23
C -8.92 -2.02 -0.84
O -7.58 -2.04 -1.33
H -9.16 -4.16 -0.84
H -10.69 -3.27 -0.84
H -9.71 -3.38 -2.32
H -8.85 -1.93 0.24
H -9.43 -1.13 -1.23
H -7.61 -2.11 -2.29
C 4.78 9.11 7.31
C 3.60 9.54 6.46
O 3.04 8.45 5.73
H 5.55 8.66 6.68
H 5.21 9.95 7.85
H 4.47 8.35 8.04
H 3.92 10.28 5.72
H 2.83 9.99 7.09
H 2.75 7.79 6.37
C 1.08 11.00 2.70
C 0.29 10.97 3.99
O 0.48 9.74 4.69
H 0.79 10.17 2.06
H 0.92 11.94 2.16
H 2.15 10.90 2.90
H -0.78 11.05 3.79
H 0.58 11.80 4.64
H 1.42 9.66 4.89
C -2.00 -7.53 -5.52
C -1.38 -6.22 -5.08
O -0.06 -6.08 -5.59
H -1.39 -8.37 -5.18
H -3.01 -7.65 -5.12
H -2.05 -7.59 -6.61
H -1.31 -6.17 -3.99
H -1.99 -5.37 -5.42
H -0.11 -6.11 -6.55
C 2.93 -4.27 -6.98
C 2.47 -4.08 -8.42
O 1.06 -4.24 -8.54
H 2.64 -5.26 -6.63
H 4.01 -4.16 -6.89
H 2.45 -3.54 -6.33
H 2.93 -4.82 -9.07
H 2.76 -3.09 -8.78
H 0.64 -3.58 -7.98
C 7.35 5.15 -5.40
C 6.64 4.84 -4.10
O 7.03 3.56 -3.59
H 7.14 4.38 -6.14
H 7.04 6.12 -5.80
H 8.44 5.17 -5.25
H 5.56 4.80 -4.25
H 6.85 5.60 -3.35
H 7.98 3.58 -3.43
*
```

Computed properties:
Orbital gap in eV: 7.57
SMILES string: C=Cc1c(CC)c(CC(=O)F)c2c(c1[C@@H](C)F)Sc1c(C)cc(CC(=O)O)c(CC(=O)Cl)c1N2CCCSC(=S)N1CCOCC1.CCO.CCO.CCO.CCO.CCO.CCO.CCO.CCO
Strongest force on any atom in eV Å⁻¹: 1.942



No. 4
The following is a DFT calculation (wB97M-V/def2-TZVPD) of a 2-piece molecular cluster, C3H5ClO2S overall.

The geometry in ORCA input format:
```
! wB97M-V def2-TZVPD RIJCOSX def2/J DEFGRID3
* xyz 0 1
C -0.03 -0.54 -0.05
C -1.14 -1.40 -0.51
C 0.25 -0.01 1.19
O 1.11 1.99 -2.46
O 1.79 2.17 -0.05
S 2.10 1.72 -1.43
Cl -1.18 -0.10 2.64
H -1.16 -1.18 -1.60
H -2.21 -1.43 0.06
H -0.82 -2.45 -0.36
H 1.21 0.05 1.62
H 0.08 1.17 0.94
*
```

Computed properties:
Orbital gap in eV: 7.25
Strongest force on any atom in eV Å⁻¹: 4.446



No. 5
The following is a DFT calculation (wB97M-V/def2-TZVPD) of C18H19AuO5P as an isolated structure.

The geometry in ORCA input format:
```
! wB97M-V def2-TZVPD RIJCOSX def2/J DEFGRID3
* xyz 1 1
Au -0.46 0.72 -0.65
C 1.10 -3.36 0.93
C 1.27 -3.54 -0.50
C 1.38 -4.86 -1.15
O 1.41 -2.48 -1.19
C -2.03 -2.29 -1.55
O -1.46 -3.22 -1.16
O -2.59 -1.36 -1.95
H 2.10 -3.50 1.37
H 0.46 -4.14 1.35
H 0.76 -2.35 1.17
H 2.43 -5.16 -1.07
H 1.10 -4.84 -2.20
H 0.79 -5.60 -0.61
H 1.59 -2.65 -2.13
O 1.41 -0.37 2.70
C 0.67 0.18 1.93
O 0.14 -0.46 0.91
C 0.24 1.64 2.26
P 0.00 3.15 1.18
C -1.36 2.68 0.00
C -2.64 2.50 0.58
C -3.75 2.27 -0.20
C -3.66 2.20 -1.60
C -2.44 2.38 -2.20
C -1.28 2.62 -1.43
C 1.46 3.17 0.08
C 1.58 4.26 -0.77
C 2.66 4.38 -1.63
C 3.66 3.42 -1.62
C 3.57 2.34 -0.75
C 2.48 2.21 0.10
H 0.99 2.00 2.98
H -0.68 1.57 2.84
H -2.74 2.56 1.66
H -4.72 2.15 0.28
H -4.55 2.03 -2.19
H -2.36 2.38 -3.28
H -0.38 2.97 -1.94
H 0.82 5.04 -0.76
H 2.74 5.24 -2.29
H 4.52 3.52 -2.27
H 4.37 1.61 -0.71
H 2.44 1.37 0.78
*
```

Computed properties:
Orbital gap in eV: 6.41
Strongest force on any atom in eV Å⁻¹: 0.338